# 1
46
Properties=species:S:1:pos:R:3:mulliken_charge:R:1 method="wB97M-V/def2-TZVPD" multiplicity=1 max_force_ev_per_a=1.45 homo_energy_ha=-0.2899
C 2.337 2.185 3.655 -0.96
H 3.246 2.154 4.255 0.27
O 2.069 0.848 3.315 -0.43
C 1.010 0.586 2.485 1.28
C 0.118 1.554 2.045 -0.45
C -0.907 1.264 1.161 -1.22
C -1.069 -0.033 0.696 0.09
C -0.209 -1.023 1.162 0.04
C 0.829 -0.735 2.036 -0.06
O 1.657 -1.795 2.303 -0.42
C 2.418 -1.825 3.493 -0.88
H 3.285 -1.165 3.436 0.26
H 2.749 -2.859 3.595 0.30
H 1.812 -1.550 4.359 0.32
H -0.299 -2.037 0.803 0.31
N -2.058 -0.414 -0.220 -0.04
C -2.836 0.404 -0.972 0.47
O -2.844 1.615 -0.893 -0.65
C -3.792 -0.314 -1.921 -0.58
H -4.633 -0.686 -1.330 0.35
H -4.172 0.449 -2.602 0.32
C -3.199 -1.479 -2.721 -1.01
N -1.955 -1.107 -3.368 -0.20
S -0.518 -1.740 -2.771 1.28
O -0.851 -2.597 -1.664 -0.61
O 0.210 -2.281 -3.878 -0.76
C 0.333 -0.294 -2.161 -0.10
C -0.068 0.980 -2.452 -0.15
C 0.593 2.092 -1.898 -0.88
C 1.655 1.946 -1.044 -0.74
C 2.098 0.651 -0.745 0.71
N 3.106 0.277 0.053 -0.60
S 3.184 -1.322 0.062 0.21
N 1.984 -1.643 -0.939 -0.57
C 1.434 -0.488 -1.322 0.67
H 2.151 2.795 -0.603 0.49
H 0.230 3.078 -2.142 0.40
H -0.919 1.130 -3.095 0.55
H -1.962 -1.135 -4.373 0.29
H -2.995 -2.333 -2.067 0.38
H -3.929 -1.800 -3.468 0.45
H -1.997 -1.392 -0.482 0.28
H -1.562 2.046 0.823 0.48
H 0.226 2.574 2.377 0.42
H 2.512 2.796 2.765 0.34
H 1.529 2.623 4.250 0.36

# 2
47
Properties=species:S:1:pos:R:3:mulliken_spin:R:1 method="wB97M-V/def2-TZVPD" multiplicity=4 s2=3.764 max_force_ev_per_a=3.84 homo_energy_ha="-0.2588 / -0.2978"
H -0.314 2.952 0.870 0.00
N 0.154 1.673 -0.757 -0.05
B 0.807 0.759 -3.035 -0.01
N 0.665 1.920 -2.026 0.03
C 0.903 3.231 -2.184 0.03
V -0.260 -0.278 -0.241 2.81
H 1.298 3.600 -3.126 0.00
C 0.540 3.877 -1.000 0.00
H 0.598 4.932 -0.807 0.00
C 0.075 2.877 -0.135 0.02
H 1.236 1.125 -4.087 0.00
C -1.841 -2.285 0.934 0.02
H -2.374 -2.295 1.891 0.00
H -0.880 -2.787 1.075 0.00
H -2.418 -2.814 0.168 -0.01
N -0.594 0.142 -3.117 0.04
N 1.694 -0.320 -2.377 0.02
N -1.193 -0.348 -1.940 -0.08
N 1.337 -0.888 -1.151 -0.06
C -1.434 -0.013 -4.139 0.05
C 2.778 -0.940 -2.842 0.05
H -1.117 0.317 -5.110 0.00
H 3.149 -0.657 -3.812 0.00
C -2.598 -0.617 -3.679 0.00
C 3.185 -1.910 -1.919 -0.01
C -2.421 -0.800 -2.303 0.06
C 2.253 -1.861 -0.877 0.04
H -3.451 -0.896 -4.263 0.00
H 4.024 -2.567 -2.012 0.00
H -3.063 -1.202 -1.539 0.00
H 2.159 -2.426 0.033 0.00
H -1.728 -1.208 0.657 0.01
O 0.466 1.940 3.686 0.00
C 0.665 0.835 4.432 0.00
C 0.759 1.010 5.820 0.00
C 0.872 -0.102 6.646 0.00
C 0.907 -1.393 6.103 0.00
C 0.838 -1.574 4.719 0.00
C 0.715 -0.469 3.872 0.00
C 0.492 -0.628 2.415 -0.04
O 0.847 -1.665 1.806 0.01
O -0.121 0.359 1.813 0.02
H 0.226 1.576 2.780 0.00
H 0.712 2.027 6.209 0.00
H 0.927 0.049 7.724 0.00
H 0.976 -2.262 6.762 0.00
H 0.874 -2.566 4.265 0.00

# 3
42
Properties=species:S:1:pos:R:3:mulliken_charge:R:1 method="wB97M-V/def2-TZVPD" multiplicity=1 max_force_ev_per_a=1.19 homo_energy_ha=-0.3292
C -0.183 4.305 1.139 -1.23
C 0.682 3.218 0.460 -0.31
C 0.650 1.880 1.244 -1.43
I 2.654 1.315 1.840 0.10
C 0.019 0.797 0.398 1.25
C 0.755 0.277 -0.697 0.09
C 0.213 -0.660 -1.549 -0.01
C 1.049 -1.226 -2.672 -1.62
C 1.984 -2.329 -2.135 -0.93
C 3.307 -1.787 -1.609 -0.43
S 4.525 -3.138 -1.671 -0.25
C -1.122 -1.099 -1.348 0.32
N -1.655 -2.009 -2.210 -0.52
C -2.882 -2.362 -1.958 -0.42
C -3.616 -1.865 -0.868 -0.35
N -3.139 -0.994 -0.027 -0.50
C -1.861 -0.592 -0.268 1.06
C -1.271 0.358 0.615 0.01
C -2.078 0.867 1.746 -1.42
Cl -3.312 1.991 1.317 -0.17
C -1.863 0.481 2.999 0.63
C -0.852 -0.502 3.448 -1.35
Cl -2.826 1.156 4.273 -0.22
H 0.326 5.259 1.058 0.36
H -1.125 4.394 0.613 0.32
H -0.364 4.087 2.183 0.31
H 0.260 3.034 -0.521 0.26
H 1.701 3.548 0.310 0.49
H 0.101 1.994 2.162 0.67
H 1.754 0.627 -0.885 0.64
H 0.424 -1.610 -3.465 0.43
H 1.644 -0.398 -3.047 0.56
H 2.125 -3.123 -2.861 0.57
H 1.472 -2.787 -1.291 0.44
H 3.661 -0.925 -2.164 0.35
H 3.186 -1.506 -0.570 0.22
H 5.648 -2.466 -1.394 0.13
H -3.354 -3.071 -2.623 0.45
H -4.624 -2.221 -0.716 0.46
H -1.313 -1.313 4.002 0.42
H -0.307 -0.934 2.619 0.29
H -0.139 -0.015 4.111 0.33

# 4
42
Properties=species:S:1:pos:R:3:mulliken_charge:R:1 method="wB97M-V/def2-TZVPD" total_charge=-1 multiplicity=1 max_force_ev_per_a=3.35 homo_energy_ha="-0.0690 / -0.0690"
Sc 1.170 0.742 -2.036 0.24
Cl 1.475 2.137 -0.172 -0.53
Cl 0.674 -1.555 -2.000 -0.57
C -0.118 1.716 -3.442 -0.80
H -0.856 1.348 -4.161 0.17
H -0.065 2.789 -3.812 0.15
C 3.839 -0.798 0.125 -0.71
C 3.606 -0.271 -1.032 -0.17
H 3.363 -1.743 0.433 0.38
C 4.187 1.063 -1.481 -0.58
H 3.090 -0.805 -1.853 0.79
C 5.535 1.352 -0.815 -0.94
H 4.236 1.101 -2.583 0.43
H 3.491 1.887 -1.163 0.21
C 5.484 1.088 0.694 -0.58
H 6.253 0.691 -1.297 0.34
H 5.853 2.386 -0.962 0.36
C 4.844 -0.257 1.091 -0.64
H 6.493 1.102 1.122 0.30
H 4.894 1.877 1.182 0.28
H 5.622 -1.024 1.250 0.33
H 4.414 -0.196 2.106 0.33
N -7.802 -3.786 2.619 -0.55
C -6.896 -3.109 2.318 0.12
C -5.796 -2.270 1.935 0.36
C -4.487 -2.771 1.932 -0.92
C -3.425 -1.974 1.500 -0.55
C -3.689 -0.662 1.081 1.63
C -4.982 -0.125 1.149 -0.36
C -6.035 -0.943 1.558 -0.93
N -2.665 0.101 0.477 0.26
C -2.777 1.437 0.056 -0.39
C -1.642 1.719 -0.652 -0.82
N -0.852 0.577 -0.722 0.39
C -1.456 -0.366 0.004 -0.37
H -4.301 -3.791 2.260 0.41
H -2.407 -2.362 1.486 0.33
H -5.172 0.907 0.846 0.21
H -7.047 -0.539 1.574 0.40
H -3.623 2.063 0.282 0.34
H -1.317 2.636 -1.120 0.41
H -1.115 -1.369 0.225 0.23

# 5
44
Properties=species:S:1:pos:R:3:mulliken_charge:R:1 method="wB97M-V/def2-TZVPD" multiplicity=1 max_force_ev_per_a=19.65 homo_energy_ha=-0.3145
C 8.107 0.592 -1.936 -1.82
C 7.193 0.394 -0.918 1.03
O 7.466 0.583 0.231 -0.54
N 5.845 0.093 -1.434 -0.19
C 4.630 -0.288 -0.868 0.74
C 4.483 -0.216 0.731 -0.29
C 3.239 -0.497 1.470 -0.97
C 2.173 -0.572 0.424 0.07
C 2.192 -0.556 -0.928 -0.40
C 3.488 -0.388 -1.475 -0.40
H 3.440 -0.135 -2.527 0.25
H 1.238 -0.676 -1.494 0.42
S 0.665 -1.035 1.266 1.01
O 0.854 -1.586 2.574 -0.71
O -0.355 -1.252 0.280 -0.40
N 0.268 0.668 2.064 -0.38
H 0.121 0.532 2.966 0.26
C -0.523 1.493 1.192 0.12
C -1.877 1.447 1.272 -0.55
H -2.276 1.613 2.487 0.30
H -2.322 0.314 1.011 0.08
S -3.067 2.570 0.449 -0.08
C -3.265 1.528 -1.117 -1.07
C -4.507 0.580 -0.778 1.04
C -4.341 -0.685 -1.092 0.36
C -5.382 -1.612 -0.631 -0.54
C -6.695 -1.224 -0.491 -0.74
C -6.788 0.499 -0.616 -0.24
C -5.782 1.071 -0.702 -0.98
H -5.747 2.144 -0.804 0.26
H -7.780 0.920 -0.530 0.41
H -7.608 -1.676 -0.435 0.46
H -5.328 -2.665 -0.525 0.34
Cl -2.817 -1.779 -1.017 -0.13
H -3.475 2.047 -1.984 0.60
H -2.311 1.049 -1.331 0.25
H -0.201 1.315 -0.095 0.02
H -0.227 2.613 1.569 0.16
H 3.233 -0.356 2.394 0.59
H 5.315 0.173 1.351 0.30
H 5.781 0.011 -2.254 0.01
H 7.984 -0.236 -2.389 0.54
H 7.671 1.383 -2.628 0.32
H 8.977 0.657 -1.553 0.51

# 6
44
Properties=species:S:1:pos:R:3:mulliken_charge:R:1 method="wB97M-V/def2-TZVPD" multiplicity=1 max_force_ev_per_a=0.98 homo_energy_ha=-0.3271
O 2.344 1.389 1.686 -0.65
C 2.338 0.551 0.810 0.27
N 3.318 0.449 -0.120 -0.20
C 4.523 1.253 -0.060 -0.77
C 5.741 0.392 -0.051 0.44
C 6.749 0.240 -0.960 -0.59
C 7.620 -0.741 -0.426 -0.33
C 7.073 -1.116 0.761 -0.44
O 5.938 -0.439 0.995 -0.28
C 1.227 -0.440 0.648 0.15
C 1.445 -1.751 0.229 -0.46
C 0.390 -2.635 0.117 -0.98
C -0.905 -2.218 0.415 0.67
Cl -2.197 -3.332 0.238 -0.16
C -1.127 -0.922 0.856 -0.09
S -2.743 -0.230 1.276 1.43
O -3.698 -1.279 1.484 -0.65
O -2.542 0.711 2.334 -0.75
N -3.011 0.629 -0.135 0.17
C -3.546 -0.154 -1.230 -0.76
C -5.060 -0.343 -1.125 -0.52
C -5.746 1.016 -1.000 -0.77
C -5.167 1.775 0.192 -0.41
C -3.655 1.917 0.029 -1.02
C -0.065 -0.048 0.979 -0.62
H 3.256 -0.244 -0.848 0.28
H 4.448 1.834 0.864 0.34
H 4.573 1.935 -0.915 0.29
H 6.861 0.765 -1.886 0.44
H 8.523 -1.110 -0.867 0.42
H 7.382 -1.826 1.502 0.45
H 2.445 -2.101 0.019 0.52
H 0.553 -3.653 -0.199 0.45
H -3.037 -1.119 -1.223 0.22
H -3.291 0.366 -2.160 0.46
H -5.421 -0.879 -2.004 0.41
H -5.271 -0.943 -0.239 0.29
H -6.821 0.881 -0.875 0.37
H -5.581 1.594 -1.914 0.30
H -5.622 2.762 0.278 0.38
H -5.364 1.219 1.111 0.29
H -3.211 2.378 0.911 0.45
H -3.417 2.521 -0.853 0.40
H -0.252 0.947 1.352 0.56

# 7
39
Properties=species:S:1:pos:R:3:mulliken_spin:R:1 method="wB97M-V/def2-TZVPD" multiplicity=2 s2=0.756 max_force_ev_per_a=2.70 homo_energy_ha="-0.2435 / -0.2534"
C 0.946 -0.965 -1.829 -0.08
C 0.102 2.330 -1.874 -0.01
C -0.488 -1.060 -1.971 0.69
H 1.339 -1.810 -2.434 0.09
C -1.143 2.083 -1.476 0.02
H 0.733 3.024 -1.330 0.00
H -0.895 -1.991 -1.578 -0.03
H -1.563 2.651 -0.652 0.00
C -1.477 -0.262 -2.675 0.11
H -2.386 -0.887 -2.731 0.00
H -1.205 -0.062 -3.718 0.04
C 1.635 0.321 -2.373 0.03
H 2.301 -0.021 -3.175 -0.01
H 2.289 0.663 -1.567 0.00
C 0.837 1.538 -2.885 0.00
H 0.226 1.254 -3.740 0.00
H 1.611 2.196 -3.299 0.00
C -2.066 1.102 -2.086 0.07
H -2.628 1.562 -2.917 0.00
H -2.825 0.834 -1.337 0.00
Cu 1.342 -1.449 1.046 0.00
H 1.310 -1.185 -0.711 0.04
S 2.025 0.865 3.874 0.00
C 2.918 1.705 2.685 0.00
C 2.450 1.428 1.391 -0.01
C 1.590 0.341 1.412 0.03
C 1.057 0.056 2.658 -0.01
C -0.043 -0.846 2.832 0.02
C -0.529 -1.410 4.023 0.00
C -1.631 -2.255 3.952 0.00
C -2.330 -2.389 2.741 0.00
C -1.818 -1.752 1.588 0.01
N -0.617 -1.172 1.628 -0.01
H 3.725 2.366 2.963 0.00
H 2.726 1.952 0.492 0.00
H 0.030 -1.221 4.946 0.00
H -1.942 -2.817 4.822 0.00
H -3.234 -2.991 2.656 0.00
H -2.372 -1.725 0.645 0.00

# 8
42
Properties=species:S:1:pos:R:3:mulliken_charge:R:1 method="wB97M-V/def2-TZVPD" total_charge=+1 multiplicity=1 max_force_ev_per_a=1.63 homo_energy_ha=-0.4421
C -5.071 2.439 -1.023 -0.82
O -4.898 1.001 -1.073 -0.41
C -3.642 0.511 -0.936 0.96
C -3.460 -0.887 -1.090 -0.83
C -2.198 -1.418 -1.061 -0.71
C -1.037 -0.597 -0.881 0.82
C 0.237 -1.211 -0.942 -0.74
C 1.509 -0.599 -1.047 0.68
C 2.672 -1.419 -0.866 -0.74
C 3.934 -0.887 -0.850 -0.70
C 4.114 0.510 -1.016 1.00
O 5.373 0.999 -0.909 -0.41
C 5.547 2.436 -0.982 -0.82
C 2.991 1.332 -1.276 -0.32
C 1.729 0.775 -1.345 -0.78
C -1.260 0.777 -0.586 -0.19
C -2.523 1.334 -0.663 -1.05
H -6.150 2.559 -1.114 0.25
H -4.714 2.856 -0.070 0.34
H -4.553 2.930 -1.859 0.37
H -4.346 -1.499 -1.249 0.46
H -2.057 -2.493 -1.186 0.42
H 0.233 -2.302 -0.966 0.34
H 2.533 -2.491 -0.727 0.39
H 4.823 -1.495 -0.700 0.45
H 6.627 2.558 -0.904 0.25
H 5.180 2.841 -1.936 0.35
H 5.038 2.939 -0.147 0.37
H 3.120 2.405 -1.422 0.38
H 0.903 1.415 -1.639 0.71
H -0.439 1.419 -0.278 0.58
H -2.652 2.407 -0.520 0.37
F -2.125 -3.290 4.229 -0.25
C -1.061 -2.472 3.988 0.80
F -0.970 -1.572 5.017 -0.24
F 0.077 -3.251 4.025 -0.27
C -1.163 -1.750 2.667 -0.39
N 0.042 -0.964 2.425 -0.57
H -1.369 -2.521 1.907 0.24
H -2.016 -1.067 2.776 0.22
H 0.846 -1.464 2.799 0.29
H 0.174 -0.793 1.432 0.20

# 9
46
Properties=species:S:1:pos:R:3:mulliken_charge:R:1 method="wB97M-V/def2-TZVPD" multiplicity=1 max_force_ev_per_a=0.68 homo_energy_ha=-0.3089
C -2.593 -1.782 -1.574 -1.89
C -2.362 -0.470 -0.883 0.86
C -1.155 0.187 -1.038 -0.50
C -0.919 1.417 -0.427 0.30
N 0.334 1.997 -0.608 0.03
C 0.816 3.168 -0.109 0.47
O 0.181 3.962 0.549 -0.65
C 2.289 3.376 -0.441 -0.91
C 3.176 2.673 0.606 -0.57
C 4.226 1.742 -0.026 -0.86
C 3.538 0.523 -0.568 0.85
O 2.771 0.494 -1.495 -0.67
O 3.854 -0.573 0.152 -0.37
C 3.152 -1.758 -0.155 -1.00
C 1.883 -1.854 0.705 1.08
F 1.252 -0.657 0.757 -0.19
F 2.190 -2.156 1.990 -0.34
C 0.885 -2.917 0.192 0.07
F 0.637 -2.723 -1.115 -0.23
F 1.439 -4.138 0.306 -0.30
C -1.927 2.006 0.327 -0.84
C -3.152 1.378 0.482 0.90
C -4.222 2.030 1.303 -1.91
C -3.363 0.128 -0.110 0.86
C -4.676 -0.546 0.064 -0.30
O -5.750 -0.081 -0.219 -0.55
O -4.562 -1.774 0.603 -0.45
H -3.484 -1.729 -2.197 0.43
H -2.744 -2.577 -0.846 0.34
H -1.743 -2.039 -2.201 0.38
H -0.379 -0.259 -1.644 0.37
H 0.981 1.431 -1.144 0.04
H 2.484 4.449 -0.438 0.41
H 2.496 2.988 -1.438 0.41
H 3.699 3.418 1.205 0.40
H 2.553 2.089 1.288 0.40
H 4.738 2.262 -0.837 0.37
H 4.951 1.428 0.724 0.35
H 2.866 -1.758 -1.214 0.46
H 3.802 -2.603 0.079 0.34
H -0.063 -2.888 0.749 0.32
H -1.751 2.962 0.790 0.64
H -4.444 1.431 2.186 0.35
H -3.905 3.018 1.623 0.36
H -5.139 2.119 0.725 0.37
H -5.443 -2.171 0.697 0.33

# 10
40
Properties=species:S:1:pos:R:3:mulliken_charge:R:1 method="wB97M-V/def2-TZVPD" total_charge=-1 multiplicity=1 max_force_ev_per_a=4.43 homo_energy_ha=-0.0975
F 5.780 -1.358 2.677 -0.30
C 6.033 -0.076 2.050 -0.20
C 4.849 0.155 0.972 -0.83
C 4.141 -1.179 0.471 0.65
C 5.026 -2.234 -0.279 -0.40
C 4.503 -3.563 -0.869 -0.53
C 2.988 -3.911 -0.715 -0.48
C 2.101 -2.883 0.020 0.35
C 2.632 -1.524 0.621 0.01
N 1.717 -0.592 1.295 -0.29
C 0.519 -0.269 0.484 0.26
C 0.089 1.218 0.203 -0.50
C -1.170 1.489 -0.661 -0.44
C -2.054 0.353 -1.276 -0.31
C -1.642 -1.138 -0.994 -0.46
C -0.372 -1.411 -0.130 0.46
S 0.260 -3.135 0.237 -0.26
H 6.006 0.767 2.839 0.27
H 7.051 -0.059 1.503 0.24
H 4.132 0.927 1.425 0.17
H 5.361 0.619 0.044 0.34
H 6.127 -1.968 -0.420 0.22
H 5.199 -4.265 -1.429 0.30
H 2.544 -4.868 -1.156 0.30
H 2.169 0.301 1.541 0.33
H 0.765 2.017 0.650 0.17
H -1.437 2.585 -0.867 0.33
H -2.966 0.620 -1.915 0.30
H -2.212 -2.022 -1.425 0.31
C -5.886 1.615 0.580 -1.32
C -5.590 2.420 -0.701 0.56
C -6.918 2.945 -1.282 -1.44
O -5.040 1.592 -1.597 -0.87
H -6.542 0.758 0.390 0.30
H -4.964 1.239 1.036 0.28
H -6.385 2.249 1.327 0.36
H -5.029 3.318 -0.371 0.14
H -7.609 2.133 -1.536 0.33
H -6.750 3.540 -2.187 0.30
H -7.428 3.593 -0.555 0.38

# 11
37
Properties=species:S:1:pos:R:3:mulliken_charge:R:1 method="wB97M-V/def2-TZVPD" multiplicity=1 max_force_ev_per_a=3.33 homo_energy_ha=-0.2872
C -1.636 -0.683 -1.051 -1.26
C -0.913 -1.364 0.077 1.14
C 0.055 -2.317 -0.039 -1.19
N 0.491 -2.649 1.252 0.02
C -0.361 -2.053 2.143 0.02
C -0.289 -2.098 3.547 -1.02
C -1.262 -1.337 4.181 -0.38
C -2.267 -0.595 3.500 -0.68
C -2.291 -0.544 2.110 -0.62
C -1.311 -1.302 1.472 0.98
H -2.711 -0.897 -0.996 0.41
H -1.246 -0.976 -2.018 0.32
H -1.653 0.383 -0.815 0.19
H 0.501 -2.820 -0.880 0.38
H 1.198 -3.262 1.593 0.17
H 0.319 -2.732 4.174 0.35
H -1.278 -1.275 5.262 0.36
H -2.947 -0.014 4.106 0.38
H -3.046 0.013 1.579 0.42
C 3.116 1.252 0.066 -1.40
C 1.672 0.863 -0.068 0.00
C 1.075 1.381 -1.412 0.48
C 1.458 0.869 -2.629 -0.41
C 0.634 1.099 -3.732 -0.33
C -0.396 2.038 -3.723 -0.63
C -0.587 2.719 -2.501 -0.48
C 0.008 2.300 -1.325 -0.61
H 3.296 1.936 0.901 0.30
H 3.442 1.782 -0.828 0.38
H 3.838 0.449 0.245 0.34
H 1.512 -0.205 -0.262 -0.16
H 0.884 0.960 0.684 0.57
H 2.327 0.226 -2.705 0.37
H 0.831 0.468 -4.594 0.35
H -0.923 2.339 -4.611 0.46
H -1.435 3.389 -2.392 0.32
H -0.106 2.655 -0.310 0.43